1.
A 5-piece molecular cluster, C40H52B2O9 overall in a non-equilibrium geometry, computed with wB97M-V/def2-TZVPD.

XYZ file:
```
103
Properties=species:S:1:pos:R:3:mulliken_charge:R:1
C -5.39041 -2.95596 0.42630 -1.0395
C -5.33178 -1.42920 0.42641 -0.6957
C -4.15011 -0.85250 1.23224 -0.5307
C -3.00921 -0.46723 0.30565 1.0681
C -1.93205 0.43740 0.91397 -1.5108
C -1.37425 0.07394 2.29166 -0.7933
C -1.00771 -1.39791 2.56511 -0.8654
C -0.33390 -2.15744 1.40587 -0.6542
C -1.11170 -3.43798 1.04076 -0.3586
C -0.91715 -3.86818 -0.42096 0.5621
C -1.00556 -5.39783 -0.66653 -1.2602
C -1.93531 -5.70552 -1.83911 -0.9215
C -1.38955 -5.21066 -3.18995 -0.8321
C -2.00644 -3.89013 -3.69013 -0.5064
C -0.92233 -2.82792 -4.00174 -0.6408
B -1.40416 -1.72366 -5.02074 -0.1045
B -1.38853 -0.12627 -4.51730 0.8124
C -2.47275 0.36405 -3.46869 -0.7513
O -0.41405 0.78031 -4.94633 -0.5947
H -4.41195 -3.41412 0.53180 0.1532
H -5.80905 -3.33922 -0.49922 0.3500
H -6.02108 -3.34038 1.22145 0.3275
H -6.27935 -1.04238 0.78948 0.3804
H -5.25186 -1.10722 -0.60595 0.3025
H -4.51286 0.04078 1.73640 0.4371
H -3.86026 -1.58073 1.98001 0.2431
H -2.54314 -1.32920 -0.16264 -0.9604
H -3.45838 0.09908 -0.50254 0.6252
H -2.39063 1.42076 1.01157 0.4690
H -1.12134 0.57423 0.20593 0.3386
H -2.04779 0.39872 3.07939 0.3700
H -0.46936 0.66261 2.42790 0.3316
H -0.30338 -1.38669 3.39482 0.4347
H -1.86120 -1.94416 2.94116 0.3563
H 0.66422 -2.47859 1.69464 0.5805
H -0.23094 -1.55292 0.51143 0.2103
H -2.15787 -3.18706 1.15817 -0.2224
H -0.89905 -4.23850 1.74302 0.6409
H 0.00867 -3.44816 -0.80612 0.4602
H -1.71413 -3.40387 -0.98994 -0.5962
H -1.40263 -5.84232 0.23822 0.4649
H -0.00799 -5.78354 -0.85719 0.3649
H -2.09586 -6.78197 -1.87359 0.4627
H -2.89066 -5.24973 -1.59029 0.3703
H -0.32683 -5.04649 -3.06292 0.4151
H -1.55602 -5.99108 -3.92424 0.4178
H -2.61539 -4.02973 -4.57833 0.5502
H -2.66768 -3.46968 -2.94044 0.2063
H -0.60315 -2.32774 -3.08953 0.1411
H -0.05357 -3.34515 -4.40669 0.3241
H -1.76159 -1.99595 -6.13345 -0.1402
H -3.35854 0.66667 -4.02487 0.3615
H -2.72120 -0.43377 -2.77832 0.0523
H -2.13591 1.24771 -2.92967 0.2561
H -0.01343 1.13265 -4.12701 0.1845
O 2.47863 0.22834 -1.74984 -0.5567
C 3.12113 0.87149 -2.55486 0.2802
C 4.23401 1.75161 -2.12732 -0.3560
C 4.93028 2.45971 -3.01352 -0.3655
C 4.62548 2.39080 -4.46566 0.3342
O 5.26008 3.03380 -5.27316 -0.5776
C 3.51981 1.49507 -4.89312 -0.4512
C 2.82377 0.79164 -4.00419 -0.3475
H 4.43876 1.78565 -1.06384 0.4458
H 5.74566 3.11057 -2.72436 0.4686
H 3.31900 1.44961 -5.95597 0.4565
H 2.01653 0.12904 -4.29112 0.6425
O 0.24068 3.78068 4.92606 -0.5968
C 1.15784 3.71417 4.13346 0.2600
C 2.55463 3.52874 4.59537 -0.3256
C 3.56197 3.45144 3.73078 -0.4642
C 3.32277 3.54444 2.27081 0.2996
O 4.23798 3.48585 1.47431 -0.5668
C 1.92425 3.71456 1.80482 -0.1696
C 0.91875 3.80027 2.67229 -0.4027
H 2.70088 3.45358 5.66506 0.4445
H 4.58871 3.31443 4.04543 0.4585
H 1.77472 3.76367 0.73388 0.5483
H -0.11094 3.92734 2.36141 0.5007
O 0.58972 4.44040 -1.04249 -0.5931
C 1.27489 5.04846 -1.84116 0.4432
C 2.39957 5.90695 -1.39577 -0.1596
C 3.15060 6.56736 -2.27286 -0.4953
C 2.89619 6.47113 -3.73275 0.3437
O 3.58004 7.07264 -4.53044 -0.5623
C 1.77122 5.60907 -4.17698 -0.4200
C 1.01970 4.94974 -3.29892 -0.3754
H 2.57117 5.96259 -0.32819 0.4531
H 3.97556 7.19972 -1.97079 0.4397
H 1.60276 5.55176 -5.24479 0.4382
H 0.19486 4.31602 -3.60083 0.4932
O 3.12055 1.12945 6.78065 -0.5321
C 2.37828 0.17358 6.86741 0.3859
C 0.91359 0.32665 6.68323 -0.1430
C 0.09622 -0.71954 6.77021 -0.4162
C 0.61529 -2.08088 7.05415 0.3438
O -0.12823 -3.03457 7.13152 -0.5600
C 2.08129 -2.23162 7.23819 -0.4408
C 2.89902 -1.18606 7.15019 -0.3723
H 0.55642 1.32848 6.47403 0.4526
H -0.97474 -0.63220 6.63855 0.4433
H 2.43833 -3.23256 7.44400 0.4107
H 3.97044 -1.27325 7.27819 0.4166
```

Computed properties:
energy relative to the best compared isomer or geometry (same formula, charge and spin) = 0.0 kJ/mol
HOMO = -9.30 eV
gap between HOMO and LUMO = 7.522 eV
M = 698.5 g mol⁻¹
E_LUMO = -1.78 eV
structure (SMILES) = CCCCCCCCCCCCCCCBB(C)O.O=C1C=CC(=O)C=C1.O=C1C=CC(=O)C=C1.O=C1C=CC(=O)C=C1.O=C1C=CC(=O)C=C1

2.
One molecule with the formula C4H8N2 in a non-equilibrium geometry, computed with wB97M-V/def2-TZVPD.

XYZ file:
```
14
Properties=species:S:1:pos:R:3:mulliken_charge:R:1
H 3.70133 0.61055 -0.39595 0.2553
N 2.90925 0.45655 0.20807 -0.5811
N 1.99563 -0.09760 -0.39678 -0.0262
C 0.66187 -0.14502 0.29319 0.2382
C -0.20563 -1.36288 0.18924 -1.0996
C -0.59667 -0.04987 -0.53915 0.2292
C -1.72046 0.75894 -0.04115 -1.2780
H 0.58864 0.40633 1.29129 0.3913
H -0.73232 -1.56185 0.99639 0.3491
H 0.22128 -2.12463 -0.43859 0.2979
H -0.28828 -0.03310 -1.66777 0.3379
H -2.58227 0.96158 -0.68360 0.3596
H -1.59983 1.87277 0.33588 0.2653
H -2.35255 0.30823 0.84893 0.2613
```

Computed properties:
energy relative to the best compared isomer or geometry (same formula, charge and spin) = 311.8 kJ/mol
HOMO = -8.97 eV
gap between HOMO and LUMO = 10.061 eV
M = 84.1 g mol⁻¹
E_LUMO = 1.09 eV
structure (SMILES) = [H]/N=N/[C@@H]1C[C@H]1C

3.
C15H11BF4MnN2O5 as an isolated structure, computed with wB97M-V/def2-TZVPD.

XYZ file:
```
39
Properties=species:S:1:pos:R:3:mulliken_charge:R:1
Mn 1.10659 -0.30852 -0.41640 0.7581
C 3.21621 -0.10611 -0.61475 -0.5627
C 2.70783 -0.48235 -1.88277 -0.4739
C 1.83215 0.53158 -2.34606 -0.6390
C 1.79297 1.53716 -1.35770 -0.6047
C 2.64449 1.15898 -0.28081 -0.3462
H 3.86294 -0.70200 0.00979 0.4554
H 2.88851 -1.42260 -2.38070 0.4307
H 1.23494 0.50145 -3.24395 0.3892
H 1.17685 2.42324 -1.39963 0.5281
H 2.80221 1.70644 0.63572 0.3938
O 0.63188 -5.36424 3.07980 -0.7017
C 0.71473 -4.36085 2.39604 0.5655
C 0.41658 -4.27404 0.91244 -0.3182
O 0.07163 -5.20460 0.20129 -0.6977
C 0.63898 -2.86879 0.55551 1.1487
C 1.08806 -2.14697 1.69355 1.0312
O 1.36854 -0.90917 1.57576 -0.8252
C 1.13224 -2.99232 2.87441 -0.2338
O 1.43701 -2.68699 4.02429 -0.7437
O 0.51452 -2.28430 -0.56129 -0.6461
N -3.37788 3.40784 2.04198 -0.6036
C -2.43501 2.51874 1.51708 1.1856
C -2.38421 2.23742 0.15722 -0.8246
C -1.41911 1.37116 -0.31961 -0.5232
N -0.51021 0.77286 0.46253 0.1759
C -0.55211 1.05985 1.76901 -0.6910
C -1.48016 1.91505 2.33032 -0.7465
H -4.21502 3.48393 1.48527 0.2379
H -3.59486 3.24311 3.01260 0.2300
H -3.08760 2.67669 -0.53925 0.3912
H -1.36671 1.13770 -1.37373 0.5302
H 0.19198 0.55802 2.37402 0.5653
H -1.45905 2.09808 3.39811 0.2937
F -1.27628 -0.30720 -2.73538 -0.3691
B -1.51945 0.34145 -3.96582 0.4657
F -0.52276 0.00591 -4.89679 -0.3952
F -1.48553 1.74534 -3.73259 -0.4390
F -2.78586 -0.01096 -4.45949 -0.3910
```

Computed properties:
2S+1 = 2
charge = -2
energy relative to the best compared isomer or geometry (same formula, charge and spin) = 38.9 kJ/mol
HOMO (spin up / spin down) = -1.27 / -1.23 eV
gap between HOMO and LUMO (spin up / spin down) = 5.668 / 5.626 eV
M = 441.0 g mol⁻¹
E_LUMO (spin up / spin down) = 4.40 / 4.40 eV

4.
A 2-piece molecular cluster, C16H25F2N2O9S overall in a non-equilibrium geometry, computed with wB97M-V/def2-TZVPD.

XYZ file:
```
55
Properties=species:S:1:pos:R:3:mulliken_charge:R:1
C -1.09667 2.58831 4.08563 -1.3762
C -0.43011 2.98100 2.77756 -1.0794
C 0.20588 1.82383 1.96941 -1.1995
C 0.36147 0.41260 2.56100 1.2102
O -0.70224 -0.24292 3.14954 -0.5910
S 1.79855 0.47589 3.62998 -0.2734
C 0.63900 -0.35616 1.22888 -0.1676
O 1.28126 -1.34900 1.05539 -0.5871
O -0.02716 0.30196 0.23617 0.2146
C -0.12093 1.70226 0.46224 0.7346
C 0.87165 2.55186 -0.31085 -1.4266
C 2.23449 1.90829 -0.56259 -1.0870
C 2.26225 0.59743 -1.36692 -0.9616
C 1.19624 0.40949 -2.45731 -0.7794
C 0.53528 -0.96823 -2.35109 -0.3768
C 1.03441 -1.97592 -3.40412 -0.8222
C 0.00693 -3.06713 -3.68238 -0.6840
O 0.42161 -4.31202 -3.15732 -0.4457
C -0.36990 -4.81661 -2.09142 -0.7373
N -1.49628 2.09455 0.07000 0.4285
C -1.78759 1.90691 -1.29600 0.3651
O -2.16107 0.94006 -1.87826 -0.3886
F -1.61374 3.06178 -1.95009 -0.2938
C -2.53000 1.57375 0.87735 0.3345
O -3.03790 0.48464 0.80105 -0.3350
F -2.95405 2.47166 1.77145 -0.2888
H -1.11864 3.43690 4.75115 0.4497
H -0.55462 1.81820 4.60569 0.3050
H -2.09194 2.20893 3.92707 0.2989
H 0.35177 3.68633 3.01780 0.5684
H -1.10829 3.52737 2.14411 0.5374
H 1.23517 2.13397 1.92471 0.8156
H -1.44394 -0.39359 2.53973 0.3247
H 2.14417 -0.82100 3.62028 0.1924
H 0.48042 2.91431 -1.24857 0.5838
H 1.03604 3.43995 0.28089 0.4100
H 2.73203 1.74676 0.38874 0.3015
H 2.82785 2.65457 -1.07283 0.5969
H 3.23676 0.53912 -1.83206 0.6426
H 2.24140 -0.21896 -0.66989 0.3737
H 1.71051 0.42054 -3.40754 0.8270
H 0.46831 1.20466 -2.50635 0.2802
H 0.71546 -1.41685 -1.38694 0.2007
H -0.53716 -0.91386 -2.47276 0.3314
H 1.24398 -1.45017 -4.32877 0.4962
H 1.95041 -2.42534 -3.04691 0.3372
H -0.98008 -2.77744 -3.34540 0.4740
H -0.05815 -3.18399 -4.76087 0.2989
H -0.82498 -5.75203 -2.38633 0.2828
H -1.10113 -4.11005 -1.72792 0.3524
H 0.28396 -5.04278 -1.25936 0.2508
N -1.83511 -3.11473 2.02581 0.9763
O -1.82731 -4.25974 1.54185 -0.7026
O -2.01378 -2.11776 1.27185 -0.5367
O -1.68446 -2.93158 3.24551 -0.6556
```

Computed properties:
charge = -1
HOMO = -4.63 eV
gap between HOMO and LUMO = 6.991 eV
M = 459.4 g mol⁻¹
E_LUMO = 2.36 eV

5.
A 3-piece molecular cluster, C5H17N4 overall in a non-equilibrium geometry, computed with wB97M-V/def2-TZVPD.

XYZ file:
```
26
Properties=species:S:1:pos:R:3:mulliken_charge:R:1
C 0.31956 -1.37927 2.74531 -0.9858
C -1.79168 -0.18633 3.01854 -1.0153
C 0.13427 -1.02048 -3.59182 -0.8848
C 1.84655 0.51870 -2.75450 -0.8711
C -0.53168 -0.25365 0.91374 0.4249
N -0.30633 -0.25189 -0.20111 -0.4182
N -0.19265 2.00997 1.50391 -0.6835
N -0.68748 -0.56998 2.13846 -0.1552
N 0.39691 0.13567 -2.70399 -0.1809
H -0.16648 -2.26621 3.15896 0.3478
H 1.07329 -1.79669 1.92529 0.3013
H 0.79783 -0.82296 3.47373 0.3386
H -1.36692 0.00490 4.00646 0.3635
H -2.26638 0.76906 2.70436 0.3986
H -2.46856 -1.05496 3.00293 0.3345
H 0.52602 -1.91412 -3.12766 0.3039
H -0.96105 -1.01500 -3.64381 0.3418
H 0.58357 -0.73940 -4.47933 0.4272
H 1.78775 1.20796 -3.58116 0.3932
H 2.20026 1.14645 -1.93282 0.3022
H 2.35862 -0.41169 -2.74863 0.3650
H 0.23920 -0.06934 -1.63811 0.5013
H -0.26955 0.94002 -2.84706 0.4053
H -0.59498 1.79325 2.41763 0.1710
H 0.34116 2.86503 1.31500 0.2406
H -1.00123 2.36095 0.92567 0.2342
```

Computed properties:
charge = +1
energy relative to the best compared isomer or geometry (same formula, charge and spin) = 56.3 kJ/mol
HOMO = -12.55 eV
gap between HOMO and LUMO = 10.024 eV
M = 133.2 g mol⁻¹
E_LUMO = -2.52 eV

6.
One molecule with the formula C5H8O, computed with wB97M-V/def2-TZVPD.

XYZ file:
```
14
Properties=species:S:1:pos:R:3:mulliken_charge:R:1
C -1.39765 -1.01907 -0.58736 -1.2950
C -0.58997 0.25702 -0.60812 0.1959
C -0.20967 0.95044 0.66772 -0.7612
C 0.86783 0.46804 -0.27938 0.0675
C 1.87137 -0.25262 0.55307 -0.2033
O 2.02003 -1.42870 0.77463 -0.4772
H -1.07528 -1.70155 0.20260 0.2967
H -2.45294 -0.76945 -0.41829 0.3335
H -1.33239 -1.54478 -1.54458 0.3218
H -0.89265 0.92906 -1.41209 0.3615
H -0.30840 0.31584 1.54825 0.2709
H -0.29031 2.01197 0.86445 0.2816
H 1.33330 1.25824 -0.86576 0.3143
H 2.45673 0.52555 1.10489 0.2930
```

Computed properties:
energy relative to the best compared isomer or geometry (same formula, charge and spin) = 156.6 kJ/mol
HOMO = -9.72 eV
gap between HOMO and LUMO = 10.725 eV
M = 84.1 g mol⁻¹
E_LUMO = 1.01 eV
structure (SMILES) = C[C@H]1C[C@H]1C=O

7.
One molecule with the formula C5H8N2O in a non-equilibrium geometry, computed with wB97M-V/def2-TZVPD.

XYZ file:
```
16
Properties=species:S:1:pos:R:3:mulliken_charge:R:1
C -0.77960 1.85546 -0.43925 -0.7733
C 3.20614 -0.84444 1.16012 -0.1779
C -1.63399 0.97454 0.04271 -0.2403
C 0.13504 -0.70545 -0.08834 0.2734
C -1.32265 -0.52224 0.00362 -0.2353
N 1.05589 -0.42862 0.73631 -0.5294
N 0.42474 -1.46057 -1.65805 -0.5882
O 2.28851 -0.39932 0.28743 0.0381
H -1.08962 2.83419 -0.37777 0.3314
H 0.19909 1.59336 -0.87202 0.2905
H 4.22886 -0.83507 0.92584 0.3290
H 2.83384 -1.54697 2.05503 0.2709
H -2.46315 1.42878 0.58625 0.3066
H -1.86335 -0.89564 -0.97490 0.2482
H -1.73577 -0.93115 0.90433 0.2851
H 1.37078 -1.85076 -1.48626 0.1712
```

Computed properties:
energy relative to the best compared isomer or geometry (same formula, charge and spin) = 993.1 kJ/mol
HOMO (spin up / spin down) = -7.90 / -6.45 eV
gap between HOMO and LUMO (spin up / spin down) = 6.498 / 3.447 eV
M = 112.1 g mol⁻¹
E_LUMO (spin up / spin down) = -1.40 / -3.00 eV

8.
One molecule with the formula C21H19FN6O in a non-equilibrium geometry, computed with wB97M-V/def2-TZVPD.

XYZ file:
```
48
Properties=species:S:1:pos:R:3:mulliken_charge:R:1
F 8.27986 3.56171 1.26219 -0.2952
C 7.07733 2.88966 1.23146 0.2561
C 5.82081 3.53546 1.21535 -0.6491
C 4.60851 2.80315 1.39610 -0.3449
C 4.69547 1.40784 1.48206 0.4561
O 3.66943 0.54167 1.85819 -0.4600
C 2.48851 0.83347 1.28440 0.8329
C 2.24222 0.96417 -0.11506 -0.6656
C 0.93507 0.94020 -0.61924 -0.3530
C -0.16550 0.76206 0.23692 -0.7923
N -1.43275 0.92534 -0.34083 0.3380
C -2.15292 0.02072 -1.13709 0.4789
C -1.66754 -1.22025 -1.58259 -0.8501
C -1.53741 -2.13459 -0.35754 -0.2565
N -1.37677 -3.47662 -0.88572 -0.3513
N -0.28255 -4.27553 -0.39364 -0.4022
N 0.64552 -3.15684 -0.19660 -0.2959
N -0.17780 -2.20624 0.31406 -0.2750
N -3.44727 0.24972 -0.98756 -0.7715
C -3.59299 1.30955 -0.12263 0.0317
C -4.78167 1.66274 0.45088 -0.2205
C -4.76900 2.64788 1.50803 -0.6560
C -3.53805 3.22019 1.85215 -0.5380
C -2.28946 2.75824 1.35944 -0.7432
C -2.42325 1.75296 0.37138 0.6837
C 0.05487 0.63646 1.66957 0.1869
C 1.31176 0.64357 2.13536 -1.0503
C 5.89357 0.78134 1.50914 -0.4972
C 7.11552 1.52961 1.34885 -0.4490
H 5.70065 4.57805 1.14432 0.4249
H 3.66564 3.28184 1.40314 0.4863
H 3.05790 1.32129 -0.75249 0.4246
H 0.85001 1.01520 -1.68715 0.5632
H -2.44641 -1.58225 -2.23480 0.4835
H -0.77684 -1.19782 -2.13311 0.1845
H -2.37434 -2.08655 0.27132 0.4698
H -2.35903 -3.90936 -0.89793 0.3377
H -0.53745 -4.82863 0.46822 0.2710
H 1.02992 -2.75207 -1.05110 0.2861
H 0.18875 -1.31826 0.65531 0.4210
H -5.65608 1.10305 0.09298 0.4143
H -5.79630 2.88457 1.86084 0.3365
H -3.57265 3.99745 2.59212 0.3836
H -1.29232 3.17746 1.66438 0.3742
H -0.77666 0.52981 2.33846 0.6019
H 1.35808 0.55814 3.18766 0.4286
H 5.87512 -0.31915 1.38494 0.3203
H 8.05897 1.04009 1.34635 0.4406
```

Computed properties:
energy relative to the best compared isomer or geometry (same formula, charge and spin) = 298.6 kJ/mol
HOMO = -8.08 eV
gap between HOMO and LUMO = 8.569 eV
M = 390.4 g mol⁻¹
E_LUMO = 0.49 eV
structure (SMILES) = Fc1ccc(Oc2ccc(-n3c(CC4NNNN4)nc4ccccc43)cc2)cc1

| no. | electronic energy (Ha) |
| --- | --- |
| 1 | -2282.09976 |
| 2 | -266.60325 |
| 3 | -2639.55692 |
| 4 | -2009.17607 |
| 5 | -419.41098 |
| 6 | -270.49824 |
| 7 | -379.70991 |
| 8 | -1315.07733 |